Molecular formula: C22H14F5N2O5RbTe
Method: DFT, ωB97M-V with the def2-TZVPD basis set

```
50
Properties=species:S:1:pos:R:3:nbo_charge:R:1
Rb 1.40 0.20 -1.64 0.9252
C -2.68 -1.66 -4.60 -0.2344
C -3.86 -1.10 -4.11 -0.2921
C -3.79 -0.33 -2.96 -0.2371
C -2.57 -0.12 -2.30 -0.0993
C -1.34 -0.66 -2.76 -0.3332
C -1.48 -1.44 -3.94 -0.2900
C -2.56 0.72 -1.06 0.2357
C -3.77 1.32 -0.56 -0.2510
C -3.77 2.07 0.57 -0.1521
C -2.56 2.26 1.27 -0.1475
C -2.45 3.02 2.46 -0.1969
C -1.24 3.15 3.09 -0.2278
C -0.09 2.54 2.55 -0.2273
C -0.17 1.81 1.39 -0.1962
C -1.41 1.65 0.72 0.2415
N -1.43 0.91 -0.42 -0.4517
H -2.71 -2.27 -5.51 0.1761
H -4.80 -1.26 -4.62 0.1791
H -4.73 0.09 -2.60 0.1674
H -0.59 -1.90 -4.37 0.1668
H -4.70 1.18 -1.10 0.2031
H -4.68 2.52 0.94 0.1905
H -3.34 3.48 2.87 0.1926
H -1.16 3.73 4.00 0.1951
H 0.86 2.65 3.05 0.2067
H 0.70 1.33 0.97 0.2211
O 3.13 0.05 0.55 -0.5919
C 3.23 -0.45 1.66 0.4197
C 2.68 -1.71 2.12 -0.3220
C 3.00 -2.08 3.42 -0.0866
C 2.53 -3.27 3.96 -0.1202
C 1.70 -4.12 3.18 -0.1722
C 1.36 -3.78 1.92 -0.3001
C 1.85 -2.56 1.27 0.4749
O 1.58 -2.31 0.09 -0.6358
N 2.90 -3.64 5.28 0.5266
O 3.65 -2.91 5.92 -0.4604
O 2.50 -4.72 5.72 -0.4611
H 3.80 0.10 2.45 0.0849
H 3.62 -1.44 4.02 0.2248
H 1.33 -5.03 3.63 0.2263
H 0.72 -4.41 1.32 0.2112
F 1.65 2.24 -5.42 -0.6381
Te 2.64 2.63 -3.88 3.3967
F 4.00 3.02 -2.64 -0.6451
F 2.50 4.46 -4.28 -0.6470
F 3.15 0.80 -3.80 -0.6572
F 4.08 2.70 -5.10 -0.6337
O 1.32 2.55 -2.71 -1.1577
```

## Properties
**LUMO**: 4.05 eV
**HOMO energy**: -1.4 eV
**Max |F|**: 1.335 eV Å⁻¹
**Total charge**: -2
**Gap between HOMO and LUMO**: 5.448 eV
**Relative energy (zero: lowest compared OMol25 entry of this formula, charge and spin)**: 0.0 kJ/mol